1.
The following is a quantum chemistry calculation of a molecular structure, C36H49N6NaO2PS2, from the Open Molecules 2025 dataset.

Last column: Mulliken charge in e.
Geometry (Å):
Na1 0.16 -0.23 -0.27  0.864
C1 2.60 2.71 -4.19  -0.975
C2 2.88 2.74 -2.73  -0.042
O1 3.77 1.65 -2.36  -0.445
P1 3.24 0.40 -1.55  0.899
S1 2.97 0.92 0.34  -0.454
S2 1.83 -0.51 -2.59  -0.547
O2 4.58 -0.49 -1.76  -0.461
C3 5.82 -0.07 -1.08  -0.365
C4 6.21 -1.13 -0.10  -0.763
H1 1.89 3.56 -4.33  0.328
H2 2.04 1.78 -4.43  0.141
H3 3.48 2.85 -4.84  0.338
H4 1.98 2.69 -2.13  -0.067
H5 3.37 3.66 -2.45  0.324
H6 5.64 0.91 -0.60  0.390
H7 6.61 0.01 -1.88  0.249
H8 5.44 -1.19 0.70  0.017
H9 7.20 -0.83 0.35  0.343
H10 6.30 -2.10 -0.58  0.275
C5 -0.80 -2.87 3.48  -0.878
C6 -0.79 -2.12 2.26  -0.609
N1 0.32 -1.46 1.88  0.242
C7 1.42 -1.57 2.61  -0.238
C8 1.48 -2.25 3.87  0.737
C9 0.35 -2.97 4.27  -0.393
C10 2.74 -2.29 4.65  -0.813
C11 4.01 -2.24 4.13  -0.880
C12 4.55 -3.24 3.19  0.821
C13 3.69 -4.20 2.52  -0.088
C14 4.33 -5.31 1.98  -0.479
N2 5.64 -5.36 1.96  -0.704
C15 6.37 -4.44 2.48  -0.032
N3 5.89 -3.34 3.11  -0.645
H11 -1.75 -3.35 3.75  0.343
H12 -1.62 -2.10 1.59  0.599
H13 2.33 -1.09 2.18  0.114
H14 0.38 -3.52 5.23  0.287
H15 2.61 -2.44 5.71  0.264
H16 4.80 -1.61 4.55  0.265
H17 2.60 -4.17 2.44  0.244
H18 3.82 -6.17 1.58  0.407
H19 7.48 -4.51 2.29  0.334
C16 -2.11 -3.81 -3.95  -0.777
N4 -1.83 -3.84 -2.51  0.038
C17 -1.53 -5.09 -1.81  -1.011
C18 -1.77 -2.74 -1.80  0.242
N5 -1.64 -1.79 -1.11  -0.238
H20 -1.50 -4.63 -4.42  0.283
H21 -1.88 -2.82 -4.37  0.240
H22 -3.15 -4.08 -4.28  0.268
H23 -0.69 -5.64 -2.21  0.345
H24 -2.40 -5.79 -1.78  0.355
H25 -1.38 -4.95 -0.72  0.275
C19 -2.07 1.22 -5.18  -1.414
C20 -2.77 1.03 -3.88  0.407
C21 -4.11 0.75 -3.72  -0.758
C22 -4.70 0.63 -2.43  0.845
C23 -6.16 0.37 -2.27  -1.451
C24 -3.85 0.72 -1.32  0.156
C25 -2.50 1.14 -1.39  -0.281
C26 -2.00 1.21 -2.74  -0.357
N6 -1.60 1.26 -0.42  0.018
C27 -1.89 2.21 0.66  0.414
C28 -2.63 1.61 1.91  -1.199
C29 -2.93 2.67 3.02  0.291
C30 -1.58 3.22 3.54  -1.571
C31 -0.83 3.80 2.35  0.672
C32 -1.58 5.04 1.88  -1.656
C33 -2.92 4.52 1.30  0.517
C34 -3.74 3.83 2.36  -1.480
C35 -2.59 3.58 0.15  -1.062
C36 -0.55 2.74 1.30  -1.028
H26 -1.27 1.96 -5.09  0.326
H27 -2.83 1.57 -5.91  0.385
H28 -1.66 0.28 -5.58  0.196
H29 -4.76 0.64 -4.58  0.171
H30 -6.72 1.18 -1.81  0.280
H31 -6.27 -0.54 -1.69  0.326
H32 -6.53 0.28 -3.31  0.333
H33 -4.24 0.45 -0.33  0.146
H34 -0.94 1.47 -2.78  0.180
H35 -2.05 0.81 2.32  0.205
H36 -3.54 1.08 1.65  0.290
H37 -3.54 2.12 3.78  0.332
H38 -1.05 2.40 3.99  0.500
H39 -1.73 3.99 4.33  0.498
H40 0.16 4.17 2.67  0.255
H41 -0.93 5.54 1.20  0.517
H42 -1.73 5.76 2.69  0.530
H43 -3.46 5.33 0.82  0.253
H44 -4.64 3.43 1.87  0.568
H45 -4.06 4.57 3.07  0.519
H46 -1.83 4.06 -0.50  0.200
H47 -3.44 3.33 -0.44  0.662
H48 -0.02 1.85 1.72  0.170
H49 0.13 3.12 0.52  0.132

Its spin multiplicity is 2. The maximum force comes out at 3.82 eV Å⁻¹. As for the highest occupied orbital energy (spin up / spin down): -0.21 / -1.29 eV. Its expectation value of S² is 0.773. Its LUMO energy (spin up / spin down) is 3.5 / 3.5 eV. The calculation puts the frontier orbital gap (spin up / spin down) at 3.748 / 4.825 eV. The total charge is -2.


2.
The following is a quantum chemistry calculation of a gas-phase ion, C5H13N2 (charge +1), from the Open Molecules 2025 dataset.

Last column: Mulliken charge in e.
Geometry (Å):
C1 -0.98 0.22 1.83  -0.876
C2 -0.65 0.22 0.56  0.137
C3 1.80 -0.20 0.55  -0.884
C4 0.08 -1.92 -0.19  -0.905
C5 -1.17 1.49 -0.44  -0.575
N1 0.41 -0.44 -0.07  0.149
N2 -0.48 1.30 -1.74  -0.590
H1 -0.74 -0.56 2.50  0.320
H2 -1.70 1.00 2.24  0.264
H3 2.60 0.12 -0.09  0.337
H4 1.73 0.79 1.06  0.391
H5 2.02 -0.99 1.11  0.386
H6 0.90 -2.35 -0.93  0.369
H7 0.33 -2.44 0.73  0.395
H8 -0.95 -2.07 -0.39  0.349
H9 -2.29 1.47 -0.34  0.402
H10 -0.92 2.55 -0.02  0.285
H11 0.17 2.06 -1.85  0.255
H12 -1.19 1.28 -2.45  0.212
H13 0.48 0.02 -1.05  0.580

The maximum force comes out at 5.45 eV Å⁻¹. As for the highest occupied orbital energy: -14.25 eV. Its LUMO energy is -3.0 eV. The calculation puts the frontier orbital gap at 11.275 eV. The total charge is +1.


Q: Which formula does entry 2 have?
A: C5H13N2


Q: What is the formula in the first record?
A: C36H49N6NaO2PS2


Q: Which of these has the highest total charge?
A: C5H13N2